A 8-piece molecular cluster, C52H83BrClF10NO20PS2 overall in a non-equilibrium geometry, computed with ωB97M-V/def2-TZVPD.

Calculated values
Multiplicity: 1
Orbital gap in eV: 7.2636
HOMO level in eV: -11.20
Charge: +1
Energy in eV: -238394.137

Each line ends with the Löwdin charge.
Positions of all 171 atoms, in Å:
Br (-1.01168, -3.68862, -2.27349)  0.30
Cl (-1.75345, -0.68140, -3.24680)  0.63
S (5.25891, -0.49776, -1.15482)  1.00
S (-4.45807, -0.55093, 1.08433)  0.89
P (-2.25818, -2.37109, -0.87924)  0.61
F (4.69632, -0.54469, 0.41477)  -0.17
F (3.71119, -0.73290, -3.33647)  0.05
F (-0.40523, -0.40139, 3.22055)  0.05
F (2.69912, 1.34228, -0.45892)  0.04
F (6.81221, -0.62578, -0.54383)  -0.16
F (5.93294, -0.58444, -2.71533)  -0.19
F (2.90294, -1.67668, -1.42827)  0.04
F (3.15092, 1.93606, -2.61747)  0.04
F (5.21560, -2.19704, -1.17851)  -0.18
F (5.47039, 1.14296, -1.18224)  -0.15
O (-3.88140, -2.83741, -1.22259)  -0.38
O (-6.42374, 7.31114, 2.76229)  0.10
O (4.35273, -5.74108, 4.24506)  0.12
O (-8.59603, 7.49608, 3.38452)  0.03
O (4.14216, -3.54623, 4.78044)  0.03
O (-12.93271, -3.10345, -0.16898)  0.03
O (-7.61202, -0.37283, -2.59478)  -0.18
O (2.14291, -4.26616, -7.51050)  0.12
O (12.37652, -7.80365, 2.27942)  0.11
O (-5.06388, 1.40854, -0.54739)  -0.15
O (10.19712, -7.64940, 2.88433)  0.00
O (0.08293, 1.73228, 3.90529)  0.13
O (-11.45011, -1.38817, -0.18165)  0.10
O (8.22331, -3.58260, 1.84587)  0.01
O (6.76830, 5.21852, -4.72006)  0.04
O (4.04360, -3.42596, -8.41651)  0.04
O (4.53828, 5.38579, -5.09331)  0.12
O (-4.72095, 3.04111, 3.65386)  -0.09
O (7.96800, -5.71974, 2.59691)  0.12
O (-3.40206, 0.04400, -1.37854)  -0.20
N (-1.44931, 1.00833, 0.63063)  0.00
C (-3.85498, 0.71685, -0.20584)  -0.61
C (5.07461, -4.05181, 2.67958)  -0.08
C (-8.99054, -2.55231, -2.56290)  -0.09
C (5.46379, 4.90783, -4.48848)  -0.47
C (-9.36707, 7.10389, 4.52586)  -0.16
C (3.15284, -3.61866, -7.40581)  -0.48
C (-2.01221, 5.36594, 0.49079)  -0.20
C (-12.27775, -2.06042, -0.74580)  -0.48
C (-8.62533, 5.93157, 5.12296)  -0.16
C (4.68367, -1.99334, -6.68239)  -0.17
C (4.36550, -2.30823, 4.09937)  -0.17
C (5.39257, -2.62009, 3.03689)  -0.17
C (11.48161, -8.07006, 3.04277)  -0.47
C (0.09132, -0.83719, -0.03963)  -0.08
C (1.18301, 0.53801, -2.36541)  -0.08
C (-3.20057, 2.24746, 1.91792)  -0.08
C (-2.08603, -0.49706, -1.40340)  -0.77
C (-1.60995, 4.09906, -0.46560)  -0.18
C (-13.98893, -2.70471, -2.21732)  -0.16
C (-0.24463, 0.98540, 2.95563)  -0.26
C (-8.77915, -1.04120, -2.04943)  -0.25
C (5.17652, -2.70540, -7.92003)  -0.16
C (5.36125, 3.86071, -3.41364)  -0.10
C (-1.04132, 7.07206, 2.26381)  -0.25
C (9.67089, -5.21338, 0.95693)  -0.07
C (11.61868, -8.86122, 4.31394)  -0.08
C (3.56104, -0.48724, -1.92205)  -0.28
C (-6.47483, -0.44587, -1.69561)  -0.16
C (-7.31762, 7.05632, 3.53120)  -0.48
C (-0.92873, 0.30787, -0.62793)  -0.32
C (-4.69470, 2.66355, 2.22100)  -0.35
C (-0.69945, 6.23402, 0.90424)  -0.19
C (-7.18366, 6.25849, 4.79967)  -0.08
C (4.50628, -4.57982, 3.96795)  -0.46
C (-5.32754, 3.91153, 1.44877)  -0.03
C (8.54356, -4.91034, 1.90432)  -0.44
C (-12.70272, -1.90827, -2.18077)  -0.09
C (3.63912, -2.94992, -6.14921)  -0.09
C (-0.40737, 1.65506, 1.47834)  -0.01
C (9.03117, -2.94635, 0.84841)  -0.17
C (2.67926, 0.83631, -1.79438)  -0.28
C (7.60531, 4.39148, -3.90463)  -0.16
C (6.72564, 3.93800, -2.76344)  -0.17
C (9.42452, -8.04956, 4.02155)  -0.17
C (-13.75833, -3.74535, -1.14743)  -0.16
C (-2.70927, 2.96835, -0.60238)  -0.09
C (10.18014, -9.20866, 4.62766)  -0.16
C (-0.00660, 1.24533, -1.56545)  -0.12
C (-2.75600, 1.76359, 0.44942)  -0.24
C (10.23855, -3.83808, 0.68419)  -0.15
C (-5.74338, 1.01656, -1.73820)  -0.13
C (0.06354, 6.84433, 3.42214)  -0.14
H (10.40820, -5.86657, 1.42188)  0.11
H (2.82897, -2.42084, -5.64689)  0.12
H (1.14611, 6.90784, 3.02191)  0.08
H (-2.55642, 3.11721, 2.34246)  0.13
H (-4.60343, 4.61373, 0.92241)  0.06
H (10.98662, -3.59276, 1.44496)  0.13
H (6.71500, 4.70033, -1.97762)  0.13
H (8.42241, -8.33847, 3.70126)  0.13
H (-6.65381, 1.73781, -1.83179)  0.16
H (-0.55357, 3.81806, -0.15790)  0.07
H (4.56573, 4.09907, -2.70778)  0.12
H (-12.87113, -0.86078, -2.43164)  0.13
H (1.08760, -0.36905, 0.33455)  0.11
H (1.16197, 0.99918, -3.43335)  0.16
H (-9.73156, -3.06205, -1.82793)  0.08
H (-6.72574, 6.88563, 5.56844)  0.14
H (-2.70529, 6.08565, -0.09370)  0.13
H (-14.21128, -3.13475, -3.19548)  0.12
H (3.41599, -1.96753, 3.67291)  0.12
H (-5.48902, 1.82186, 2.16824)  0.14
H (-8.81682, 5.79874, 6.18917)  0.12
H (5.18653, 2.88786, -3.87926)  0.13
H (-9.52867, -2.58165, -3.58935)  0.08
H (10.71179, -3.74553, -0.29492)  0.12
H (4.31135, -4.11735, 1.89960)  0.13
H (4.20683, -1.04841, -6.96317)  0.12
H (-6.59356, 5.35598, 4.63605)  0.11
H (8.46316, 4.96866, -3.55489)  0.13
H (-4.01758, -2.56579, -2.17025)  0.05
H (5.52924, -2.00631, -8.68049)  0.13
H (-8.91612, 5.00865, 4.61064)  0.12
H (0.44855, 2.15609, -1.04657)  0.12
H (-6.76952, -0.60660, -0.59972)  0.12
H (-0.54058, 2.77324, 1.69391)  0.15
H (8.44652, -2.86368, -0.07307)  0.12
H (-2.59206, 2.47789, -1.65126)  0.13
H (5.97483, -3.42010, -7.69858)  0.13
H (-0.71238, 1.70577, -2.36501)  0.12
H (9.26288, -5.67171, 0.05270)  0.14
H (-3.51698, -0.65707, 2.10097)  -0.09
H (-6.05482, 3.50551, 0.63920)  0.10
H (-1.10646, 8.19953, 2.07823)  0.11
H (7.96506, 3.55436, -4.51055)  0.13
H (12.22350, -9.75450, 4.15745)  0.13
H (9.90714, -10.13747, 4.11624)  0.12
H (12.06142, -8.22481, 5.08398)  0.14
H (-11.93619, -2.34224, -2.82746)  0.11
H (5.96972, -4.60132, 2.39104)  0.09
H (5.47894, -1.76952, -5.96868)  0.11
H (6.39778, -2.56456, 3.46601)  0.12
H (-2.55868, 5.05492, 1.44367)  0.07
H (-0.15635, 5.80731, 3.89194)  0.07
H (9.98302, -9.34100, 5.69295)  0.12
H (-5.79736, -1.28418, -2.07954)  0.11
H (0.42011, -1.59677, -0.82572)  0.05
H (-8.03127, -3.17822, -2.58185)  0.08
H (-2.95801, 1.35352, 2.62527)  0.12
H (-9.69664, -0.44009, -2.42410)  0.13
H (-3.71899, 3.53218, -0.69694)  0.14
H (-5.18720, 1.19388, -2.74212)  0.15
H (-0.05552, 7.59929, 4.28761)  0.08
H (9.34615, -7.20047, 4.70662)  0.13
H (1.01624, -0.58635, -2.59493)  0.11
H (-10.37624, 6.83170, 4.21150)  0.13
H (-8.84845, -1.04084, -0.90784)  0.12
H (-1.50242, 4.58654, -1.51679)  0.14
H (9.30679, -1.94441, 1.18365)  0.13
H (4.07601, -3.70392, -5.48994)  0.14
H (-0.32774, -1.37212, 0.88915)  0.09
H (-9.42737, 7.95220, 5.21412)  0.13
H (-14.82750, -2.06062, -1.93371)  0.12
H (-13.22866, -4.62361, -1.52862)  0.13
H (0.67338, 1.60845, 1.05531)  0.15
H (4.72360, -1.55834, 4.80757)  0.13
H (7.05226, 2.99777, -2.31516)  0.11
H (5.35150, -1.93796, 2.18646)  0.09
H (-14.69215, -4.06942, -0.68455)  0.13
H (0.22591, 5.56589, 1.08839)  0.10
H (-1.74980, 0.18482, 1.21714)  0.13
H (-0.45934, 7.03155, 0.09848)  0.12
H (-4.01515, 3.72126, 3.80992)  0.10
H (-5.97879, 4.49756, 2.18298)  0.08
H (-2.05549, 6.73958, 2.69551)  0.10

---

An isolated ion of composition C5H13N2 and charge +1 in a non-equilibrium geometry, computed with ωB97M-V/def2-TZVPD.

Calculated values
Multiplicity: 1
Orbital gap in eV: 5.6988
HOMO level in eV: -13.10
Charge: +1
Energy in eV: -8364.645

Each line ends with the Löwdin charge.
Positions of all 20 atoms, in Å:
N (-2.81320, -0.33057, -0.53801)  0.02
N (1.61837, -0.42032, 0.51107)  -0.05
C (0.29092, 1.31667, -0.66795)  0.33
C (-2.15777, 0.20547, 0.65870)  -0.27
C (0.45200, -0.01045, -0.22513)  -0.39
C (2.83457, -0.54744, -0.39261)  -0.03
C (-0.76240, -0.29299, 0.92864)  -0.06
H (2.32576, -0.33458, -1.33231)  0.07
H (-2.05057, 1.32408, 0.41898)  0.13
H (3.50121, -1.42615, -0.36457)  0.10
H (-0.31733, 0.32608, 1.68913)  0.11
H (3.34233, 0.41482, -0.27941)  0.08
H (-3.04400, -1.30500, -0.43801)  0.08
H (0.34909, -0.73599, -1.03872)  0.16
H (1.63211, -0.73643, 1.46024)  0.12
H (0.60796, 2.12755, -0.02733)  0.12
H (-2.78150, 0.09600, 1.56425)  0.13
H (-2.49830, 0.06859, -1.40103)  0.07
H (0.13789, 1.60083, -1.71636)  0.13
H (-0.66715, -1.34015, 1.19044)  0.13

---

We obtain relative energy (zero: lowest compared OMol25 entry of this formula, charge and spin) values of 892.8 594.8 kJ/mol for the records listed above, in that order.